DFT (ωB97M-V/def2-TZVPD) results for one molecule with the formula C3H3BrN2S in a non-equilibrium geometry.

Summary:
SMILES: N=C=N/C=C\SBr
E_tot: -3197.7577 a.u.
ΔE to the lowest compared entry with this formula, charge and spin: 1.118 eV
LUMO level: -0.01007 Eh
Net charge: 0
Frontier orbital gap: 8.4 eV
HOMO level: -0.3193 Ha

Last column: natural (NBO) charge in e.
Element x y z (Å)
C  -1.321  0.473  -0.342  0.03
C  -0.463  1.479  0.007  -0.46
C  0.203  -1.333  -0.487  0.70
N  -0.884  -0.804  -0.518  -0.57
N  1.095  -2.060  -0.210  -0.69
S  1.345  1.438  0.296  0.16
Br  1.464  0.381  2.156  -0.06
H  -2.422  0.379  -0.572  0.24
H  -0.999  2.484  0.168  0.23
H  1.983  -2.436  -0.497  0.43